8
Properties=species:S:1:pos:R:3:mulliken_spin:R:1 method="wB97M-V/def2-TZVPD" spin_multiplicity=3 e_above_lowest_kj_mol=141.0 lumo_ev="0.244 / -1.689" largest_force_ev_per_a=3.79
C -0.90 -0.07 0.20 0.003
O 0.82 0.12 -2.82 1.854
P 0.87 0.02 -0.04 0.079
Br 1.44 -1.74 1.02 0.029
Br 1.55 1.81 1.10 0.035
H -1.12 -0.77 0.93 0.000
H -1.35 0.93 0.47 0.000
H -1.31 -0.29 -0.86 0.000